No. 1
Density functional theory data (ωB97M-V/def2-TZVPD) for an isolated molecule of C5H6FNS at a distorted geometry.

Geometry as XYZ:
```
14
Properties=species:S:1:pos:R:3:forces:R:3:mulliken_charge:R:1
F 1.7526 -1.2673 -0.6756 0.00 0.21 -0.12 -0.22
C 1.8393 -0.0602 -1.2593 0.67 -0.81 0.46 -0.18
C 0.8691 0.8228 -1.2962 0.06 0.92 -0.76 -0.37
C -0.4731 0.7221 -0.7788 -1.70 0.18 0.60 0.32
S -1.6608 1.8139 -1.1537 0.50 -0.18 -0.07 -0.31
N -0.7538 -0.3506 0.0179 -0.15 -0.75 0.55 -0.11
C -0.1648 -0.6679 1.2981 0.84 -1.54 0.27 -0.41
C -1.6000 -0.4179 1.1989 -0.74 0.98 0.01 -0.40
H 2.8302 0.1143 -1.6449 0.08 0.00 -0.23 0.37
H 1.0885 1.7227 -1.8747 -0.09 -0.22 0.34 0.32
H 0.4754 0.0621 1.7722 0.14 0.02 -0.04 0.30
H 0.0695 -1.7512 1.4415 0.34 1.17 -0.18 0.20
H -2.0158 0.5129 1.5653 0.15 0.18 -0.13 0.27
H -2.2561 -1.2558 1.3893 -0.10 -0.16 -0.70 0.24
```
Forces are in eV/Å.

Results
* lowest unoccupied orbital energy: -0.23 eV
* charge: 0
* SMILES: F/C=C\C(=S)N1CC1
* frontier orbital gap: 8.2660 eV
* HOMO: -8.493 eV
* E: -20322.7586 eV

No. 2
Density functional theory data (ωB97M-V/def2-TZVPD) for a cluster of 4 separate species, C3H12O4 in total at a distorted geometry.

Geometry as XYZ:
```
19
Properties=species:S:1:pos:R:3:forces:R:3:mulliken_charge:R:1
C -3.6172 -0.3903 0.0407 0.22 -0.54 1.71 -0.99
C -2.2838 0.2862 0.4306 -1.04 1.39 -1.44 0.04
C -1.1523 -0.4160 0.4665 -2.77 1.14 -0.23 -0.18
O -0.0167 0.0889 0.9182 4.00 -3.07 -0.57 -0.57
H -4.2456 0.0810 -0.7118 0.43 0.18 -0.29 0.30
H -4.2480 -0.3646 0.9730 0.38 -0.18 -0.79 0.25
H -3.4775 -1.4811 -0.2009 -0.04 1.09 0.10 0.27
H -2.2819 1.4474 0.4994 0.06 -2.23 0.45 0.25
H -1.1621 -1.4076 0.0887 0.14 -1.05 0.05 0.25
H 0.6420 -0.7544 0.7615 -1.01 2.92 0.81 0.39
O 2.1660 -1.6525 0.2189 1.63 0.50 -0.93 -0.68
H 2.8589 -1.0639 -0.2837 -1.63 -0.63 1.00 0.39
H 2.6477 -2.4846 0.3504 -0.51 0.24 0.11 0.30
O 1.5488 2.0975 -0.1711 0.46 -4.46 1.29 -0.72
H 1.0507 2.6570 -0.6906 -1.73 2.01 -1.77 0.32
H 0.9876 1.2047 -0.1320 1.21 2.63 0.47 0.40
O 3.5017 0.3084 -0.9843 -1.98 1.86 -0.71 -0.74
H 2.8380 1.1166 -0.9962 1.16 -1.96 0.23 0.39
H 4.2438 0.7276 -0.5774 1.04 0.16 0.49 0.32
```
Forces are in eV/Å.

Results
* lowest unoccupied orbital energy: 0.64 eV
* charge: 0
* SMILES: C/C=C/O.O.O.O
* frontier orbital gap: 9.0193 eV
* HOMO: -8.382 eV
* E: -11494.4402 eV

No. 3
Density functional theory data (ωB97M-V/def2-TZVPD) for a structure of composition C11H11BeBr3Ca2ClF6O3P at a distorted geometry.

Geometry as XYZ:
```
39
Properties=species:S:1:pos:R:3:forces:R:3:mulliken_charge:R:1
C -2.7051 -2.3872 -0.3123 0.01 -1.07 -0.81 -1.53
C -1.5102 -1.9387 -1.1135 -1.67 0.55 0.21 0.64
Br -1.8498 -0.9057 -2.7063 0.19 -0.39 0.49 -0.11
C -0.2689 -2.2181 -0.7935 1.31 0.36 0.61 -0.46
Br 0.0644 -3.2541 0.8070 0.04 0.45 -0.58 -0.01
C 0.9199 -1.8276 -1.5852 -0.41 -0.56 -0.19 1.47
C 1.7703 -2.7721 -1.9753 0.51 -0.11 -0.36 -0.38
C 2.9602 -2.3895 -2.8148 -1.86 0.79 -1.09 -0.43
O 3.9955 -2.9546 -2.8054 1.81 -1.19 0.20 -0.39
C 2.7471 -1.1878 -3.7448 -0.23 -0.70 0.42 -0.16
C 1.9128 -0.2452 -3.3297 -0.55 0.52 0.15 -0.21
C 1.2199 -0.4180 -1.9967 -0.68 -1.37 -1.30 -0.65
O 0.9405 0.4956 -1.2634 -0.27 1.92 1.25 -0.39
H -2.6457 -3.4926 -0.3093 -0.10 0.33 0.12 0.45
H -3.6537 -2.1454 -0.7999 0.30 0.26 0.23 0.43
H -2.6845 -2.0446 0.7247 0.03 0.19 -0.34 0.40
H 1.5870 -3.8056 -1.6760 0.53 0.18 -0.09 0.61
H 3.2457 -1.1042 -4.7098 0.24 -0.26 0.39 0.47
H 1.7378 0.6282 -3.9608 -0.13 0.06 0.60 0.48
Be 3.4288 -0.4402 -1.0946 0.99 -0.08 0.67 0.28
C -4.8101 0.1568 3.1104 -0.94 1.98 -0.72 -1.86
C -3.4680 0.5385 2.4490 -0.86 -3.84 0.34 0.50
O -3.3223 -0.1661 1.3742 0.84 1.54 -0.09 -0.72
H -4.8240 -0.8878 3.3953 0.03 0.07 0.11 0.35
H -4.9730 0.7402 4.0337 -0.09 -0.09 0.58 0.50
H -5.6745 0.3498 2.4435 0.20 -0.10 -0.36 0.44
H -2.7069 0.4353 3.2490 0.23 0.34 -0.08 0.30
H -3.5259 1.7056 2.3339 0.47 1.81 -0.75 -0.42
F 2.1232 4.4367 1.0792 0.14 0.42 1.84 -0.23
P 3.2558 3.3904 0.6036 2.40 6.24 -0.74 0.89
F 2.1930 3.3955 -0.6074 0.44 -2.06 -1.26 -0.17
F 4.4692 3.7055 -0.5531 -1.48 -0.66 -2.03 -0.04
F 2.9898 2.6104 2.0373 2.64 3.04 4.72 -0.37
F 4.3104 4.2646 1.4052 -0.18 -0.82 0.84 -0.24
F 3.4788 1.8164 0.2603 1.91 -0.38 -1.72 -0.25
Ca 1.6702 1.5686 1.3250 -7.31 -6.35 -2.02 1.41
Br 6.2978 4.0185 -1.1607 1.36 0.23 -0.33 0.30
Cl -3.8802 -0.7105 5.5941 0.52 0.19 0.65 -0.59
Ca -4.8150 3.0391 3.0872 -0.37 -1.46 0.43 1.69
```
Forces are in eV/Å.

Results
* lowest unoccupied orbital energy: -10.04 eV
* charge: +2
* frontier orbital gap: 1.1785 eV
* HOMO: -11.221 eV
* E: -303223.1870 eV

No. 4
Density functional theory data (ωB97M-V/def2-TZVPD) for an isolated molecule of C25H18N7O4P at a distorted geometry.

Geometry as XYZ:
```
55
Properties=species:S:1:pos:R:3:forces:R:3:mulliken_charge:R:1
C -0.2971 2.9704 4.1893 -0.01 -0.18 -0.34 -0.48
C -1.1448 1.8677 4.0171 0.13 -0.01 -0.19 -0.84
C -1.1179 1.1404 2.8259 0.17 0.19 -0.18 -0.21
C -0.2475 1.5268 1.7890 0.19 0.19 0.39 0.00
P -0.3903 0.7238 0.1763 -0.39 0.17 0.51 2.98
C -1.9263 1.3044 -0.5607 -0.45 0.22 -0.16 -0.14
C -2.4528 0.6697 -1.7030 0.23 0.11 0.03 -0.04
C -3.4791 1.2874 -2.4181 -0.03 0.06 0.18 -0.78
C -4.0183 2.5032 -1.9772 0.28 -0.10 0.12 -0.51
C -3.5547 3.0871 -0.7936 0.01 -0.18 -0.04 -0.71
C -2.5244 2.4828 -0.0758 0.23 -0.09 -0.11 -0.51
C 0.9767 1.2330 -0.9024 0.65 0.11 -0.32 0.26
C 2.3030 0.8289 -0.6371 -0.04 -0.20 0.20 0.06
C 3.3527 1.1915 -1.4742 -0.24 0.19 -0.09 -0.76
C 3.1154 2.0214 -2.5741 -0.21 -0.04 0.23 -0.62
C 1.8223 2.5001 -2.8073 0.07 -0.12 0.14 -0.64
C 0.7606 2.1023 -1.9921 -0.20 -0.19 0.25 -0.91
C -0.5452 -1.1277 0.5414 -1.73 1.53 0.70 0.50
C -1.8592 -1.6597 0.1510 -2.54 -0.97 0.54 -0.66
N -2.9156 -2.1411 0.0086 2.32 1.25 0.36 -0.64
C 0.6448 2.5922 1.9859 -0.31 -0.16 -0.07 -0.25
C 0.6025 3.3197 3.1776 -0.04 -0.12 0.00 -0.78
H -0.3383 3.5513 5.1126 0.04 -0.20 -0.29 0.40
H -1.8351 1.5756 4.8082 0.21 0.07 -0.20 0.42
H -1.7704 0.2728 2.6910 0.06 0.37 0.12 0.39
H -2.0581 -0.3048 -2.0164 -0.08 0.49 -0.10 0.49
H -3.8533 0.8155 -3.3276 0.06 0.12 0.31 0.44
H -4.8016 2.9963 -2.5550 0.21 -0.18 0.18 0.37
H -3.9771 4.0214 -0.4213 0.03 -0.31 -0.15 0.42
H -2.1789 2.9236 0.8627 -0.04 -0.04 -0.40 0.35
H 2.5259 0.2103 0.2339 -0.15 0.23 -0.22 0.31
H 4.3523 0.8224 -1.2436 -0.26 0.16 -0.14 0.44
H 3.9401 2.3051 -3.2286 -0.27 -0.04 0.15 0.39
H 1.6306 3.1909 -3.6293 0.05 -0.25 0.21 0.42
H -0.2431 2.4772 -2.1912 0.23 -0.12 -0.03 0.36
H -0.4902 -1.1679 1.6392 -0.09 0.12 -0.30 1.11
H 1.3647 2.8451 1.2043 -0.27 0.03 0.25 0.39
H 1.2785 4.1670 3.3025 -0.19 -0.28 0.04 0.42
O 1.3168 -6.8627 -1.4296 0.41 1.56 1.25 -0.58
N 1.7691 -6.1306 -0.5370 0.86 -0.90 0.40 0.91
O 2.6481 -6.5132 0.2781 -1.35 0.48 -1.24 -0.64
C 1.3160 -4.7581 -0.3638 0.46 -0.19 0.43 -0.74
C 1.7667 -4.0286 0.7469 -0.38 -0.86 -0.89 -0.35
C 1.3638 -2.7326 0.9527 -0.06 1.37 1.16 -0.99
N 1.8972 -1.9640 2.0418 0.88 -1.32 0.30 0.91
O 2.4998 -2.5429 2.9689 -0.89 0.90 -1.29 -0.72
O 1.7792 -0.7070 2.0081 -0.35 -0.79 -0.15 -0.59
C 0.5569 -1.9051 -0.0245 2.57 -1.69 -1.80 0.55
N 0.0658 -2.8096 -1.0673 0.30 -0.93 -0.56 0.49
N -0.7431 -2.4028 -2.0866 0.57 -0.80 -0.38 -0.26
N -0.8797 -3.4315 -2.8735 0.39 0.68 1.09 -0.97
N -0.1910 -4.5013 -2.4258 0.54 0.68 0.81 -0.38
C 0.4372 -4.1014 -1.3002 -0.98 -0.09 -0.58 0.72
H 2.4617 -4.4812 1.4506 -0.25 0.02 -0.16 0.61
H 1.2846 -1.2535 -0.5268 -0.38 0.09 0.01 0.60
```
Forces are in eV/Å.

Results
* lowest unoccupied orbital energy: -0.88 eV
* charge: 0
* frontier orbital gap: 6.7750 eV
* HOMO: -7.654 eV
* E: -54118.0089 eV

No. 5
Density functional theory data (ωB97M-V/def2-TZVPD) for a structure of composition C8H10MnO5S at a distorted geometry.

Geometry as XYZ:
```
25
Properties=species:S:1:pos:R:3:forces:R:3:mulliken_charge:R:1
Mn 0.1256 0.1635 -0.1576 0.47 -0.55 -0.91 -0.14
O 0.2812 3.1458 0.2074 -0.08 -2.67 -0.60 -0.21
C 0.2297 2.0052 0.0435 0.14 4.43 0.85 0.29
C 0.0456 -1.7236 -0.1162 -0.12 -5.37 -0.10 0.40
O -0.0043 -2.8753 -0.0462 0.12 3.73 -0.34 -0.22
C 2.0098 0.0602 -0.1257 5.29 -0.23 -0.10 0.51
O 3.1628 0.0049 -0.0993 -3.72 0.21 -0.11 -0.21
C -1.7259 0.2400 -0.1769 -4.86 0.41 -0.52 0.40
O -2.8791 0.2940 -0.1631 3.06 -0.19 0.10 -0.21
C 0.1724 0.8239 -5.2546 0.19 3.68 -0.55 -0.12
H -0.7291 1.4419 -5.3328 0.22 -0.21 0.28 0.31
H 1.1306 1.3525 -5.3126 -0.24 -0.19 0.27 0.31
C 0.1083 -0.5229 -5.3119 -0.17 -3.64 -0.86 -0.13
H 1.0121 -1.1338 -5.4177 -0.22 0.19 0.29 0.31
H -0.8475 -1.0444 -5.4380 0.24 0.17 0.29 0.31
C -0.3736 -1.4184 3.8632 -0.08 0.12 -0.59 -1.30
S 0.0132 -0.5802 2.2975 0.22 -0.55 3.21 0.92
C -0.4259 1.1261 2.8845 0.26 -0.48 -0.13 -1.08
O 1.4683 -0.9751 2.2528 -0.42 1.28 -1.02 -0.56
H -1.3906 -1.2216 4.1240 -0.67 -0.02 0.39 0.47
H 0.3430 -1.0169 4.5767 -0.03 0.10 0.00 0.43
H -0.1768 -2.4653 3.6979 -0.06 -0.32 -0.04 0.39
H -0.6886 1.0615 3.9332 0.12 0.04 0.17 0.42
H 0.4354 1.7657 2.7444 0.12 0.21 0.04 0.37
H -1.2964 1.4921 2.3276 0.24 -0.15 0.00 0.31
```
Forces are in eV/Å.

Results
* lowest unoccupied orbital energy (alpha / beta): -8.63 / -12.86 eV
* charge: +2
* <S²>: 8.8009
* frontier orbital gap (alpha / beta): 4.6601 / 3.0945 eV
* HOMO (alpha / beta): -13.286 / -15.955 eV
* E: -60826.1134 eV
* multiplicity: 6